A) ORCA calculation (ωB97M-V with the def2-TZVPD basis set) on the ion C4H9N2OS with charge +1.

- Gap between HOMO and LUMO: 9.6 eV
- SMILES string: CO[C@@H]1[NH+]=C(C)NS1
- Highest occupied orbital energy: -13.224 eV

Structure (ORCA input):
```
! wB97M-V def2-TZVPD RIJCOSX def2/J DEFGRID3
* xyz 1 1
C 3.1061 -0.1834 0.4020
O 1.6931 0.0716 0.5280
C 0.9266 -0.1985 -0.5104
N -0.2782 0.4590 -0.3071
C -1.4086 -0.2619 0.0703
C -2.7139 0.3648 0.3483
N -1.4102 -1.5404 -0.0404
S 0.2027 -2.1759 -0.2291
H 3.6107 0.6920 0.0948
H 3.2048 -1.0326 -0.3515
H 3.4018 -0.5368 1.3847
H 1.4362 -0.1137 -1.5382
H -0.4339 1.3777 -0.5149
H -2.6480 1.4363 0.2256
H -2.9770 0.0809 1.4282
H -3.4134 -0.2193 -0.2762
H -2.0946 -2.2212 0.2262
*
```

---

B) ORCA calculation (ωB97M-V with the def2-TZVPD basis set) on the ion C4H9N2OS with charge +1.

- Gap between HOMO and LUMO (spin up / spin down): 8.0 / 8.0 eV
- Highest occupied orbital energy (spin up / spin down): -14.167 / -14.167 eV

Structure (ORCA input):
```
! wB97M-V def2-TZVPD RIJCOSX def2/J DEFGRID3
* xyz 1 1
C -1.7627 0.8735 -0.5907
C 0.7767 0.1864 0.6868
C -1.3127 0.4156 -1.9242
C 1.6761 0.5294 1.8164
N -0.5069 -1.6033 0.0848
N 0.6547 -1.2190 0.3541
O 1.6244 -1.9860 0.2458
S -0.9799 0.6943 0.9010
H -2.8618 1.2399 -0.5078
H 1.0852 0.7328 -0.1627
H -1.6381 -0.6106 -2.2239
H -0.1916 0.4264 -2.0566
H -1.7558 0.9897 -2.7601
H 1.5794 1.6057 1.8877
H 2.6874 0.2326 1.5085
H 1.5751 0.0802 2.7995
H -0.6495 -2.5877 -0.0586
*
```

---

C) ORCA calculation (ωB97M-V with the def2-TZVPD basis set) on a cluster of 3 separate species, C4H9N2OS in total.

- Gap between HOMO and LUMO: 8.8 eV
- Highest occupied orbital energy: -14.635 eV

Structure (ORCA input):
```
! wB97M-V def2-TZVPD RIJCOSX def2/J DEFGRID3
* xyz 1 1
C -1.2860 -0.8544 -0.0931
C 0.7534 -0.5663 0.0870
C -0.4405 0.4778 -0.1513
C -0.4193 1.1482 -1.4929
N -0.1018 -1.6517 0.0760
N -0.9354 1.3250 0.7609
O -2.4179 -1.1379 -0.2972
S 2.4072 -0.5925 -0.2668
H 0.9756 -0.2280 1.9559
H -1.4277 1.3136 -1.7189
H 0.0313 0.5127 -2.2382
H 0.0956 2.0015 -1.5918
H -0.0488 -2.6989 0.0743
H -1.0040 0.7973 1.6134
H -0.3957 2.1428 0.9024
H 1.5214 -0.0093 2.6040
H 2.6926 -1.9796 -0.2237
*
```

---

D) ORCA calculation (ωB97M-V with the def2-TZVPD basis set) on the ion C4H9N2OS with charge +1.

- Gap between HOMO and LUMO: 10.1 eV
- SMILES string: C[N+]1=C(O)[C@@H](N)SC1
- Highest occupied orbital energy: -13.623 eV

Structure (ORCA input):
```
! wB97M-V def2-TZVPD RIJCOSX def2/J DEFGRID3
* xyz 1 1
C 1.8786 0.7695 0.6758
N 0.5794 0.4903 0.1297
C 0.0721 -0.4856 -0.4781
O 0.6682 -1.6203 -0.8187
C -1.5526 -0.3307 -0.7457
N -1.9079 -1.6735 -0.7732
S -1.9651 0.6776 0.6609
C -0.3368 1.4698 0.7163
H 2.3528 1.6479 0.2826
H 1.8583 0.9250 1.7698
H 2.4180 -0.0933 0.3520
H -0.0421 -2.0819 -1.3944
H -1.7281 0.1988 -1.7607
H -2.7158 -1.8440 -1.4225
H -2.0891 -2.0116 0.1649
H 0.0915 1.7441 1.7541
H -0.3104 2.4211 0.1498
*
```

---

Which of them is the least stable? Correct choice: B).

---

A) ORCA calculation (ωB97M-V with the def2-TZVPD basis set) on a cluster of 3 separate species, C3H10N2S in total.

- Gap between HOMO and LUMO (spin up / spin down): 6.3 / 4.7 eV
- Highest occupied orbital energy (spin up / spin down): -2.306 / -2.287 eV
- Expectation value of S²: 0.75

Structure (ORCA input):
```
! wB97M-V def2-TZVPD RIJCOSX def2/J DEFGRID3
* xyz -1 2
N -1.9375 0.8945 0.1338
C -0.6312 0.4482 -0.2448
C 0.5317 0.9340 0.6531
S 2.2208 0.3627 0.2831
C -0.7176 -1.0993 -0.3961
N -2.0497 -1.2429 -0.9574
H 1.9883 -3.0837 1.0612
H 2.5893 -2.5468 0.7283
H -2.1981 1.7230 -0.3727
H -0.3826 0.8554 -1.2403
H 0.2671 0.9984 1.7491
H 0.5164 2.0913 0.5437
H 0.0616 -1.4542 -1.0757
H -0.4864 -1.6238 0.5846
H -2.5135 -2.0892 -0.6746
H -2.5623 0.0676 -0.1401
*
```

---

B) ORCA calculation (ωB97M-V with the def2-TZVPD basis set) on a cluster of 2 separate species, C3H10N2S in total.

- Gap between HOMO and LUMO (spin up / spin down): 2.1 / 8.6 eV
- Highest occupied orbital energy (spin up / spin down): 1.048 / -5.251 eV
- Expectation value of S²: 0.75

Structure (ORCA input):
```
! wB97M-V def2-TZVPD RIJCOSX def2/J DEFGRID3
* xyz -1 2
C 0.3219 -0.2824 2.2782
C -0.7075 -0.5336 1.1109
S -2.4241 -0.2470 1.5725
H 0.4537 -1.0741 3.0611
H 0.0416 0.5454 2.8431
H 1.3494 -0.0579 1.8845
H -0.5823 -1.5083 0.6189
H -0.4883 0.3386 0.4446
N 0.1685 1.3592 -1.7324
C 1.0477 0.4193 -2.1430
N 0.8601 -0.8919 -2.2098
H -0.7944 1.2425 -1.4423
H 0.5153 2.3048 -1.6660
H 1.7635 0.8427 -2.7434
H 1.4805 -1.0534 -2.9647
H -3.0055 -1.4039 1.0878
*
```

---

Which of them is the least stable? Correct choice: A).

---

A) ORCA calculation (ωB97M-V with the def2-TZVPD basis set) on a cluster of 2 separate species, C8H13NO in total.

- Gap between HOMO and LUMO: 10.9 eV
- SMILES string: C#CCCC(C)(C)C#N.O
- Highest occupied orbital energy: -10.344 eV

Structure (ORCA input):
```
! wB97M-V def2-TZVPD RIJCOSX def2/J DEFGRID3
* xyz 0 1
C 3.8891 -1.8822 -0.7657
C 2.9676 -1.1029 -0.8664
C 1.8571 -0.1532 -0.9693
C 0.8359 -0.3451 0.1609
C -0.3568 0.6457 0.1174
C 0.1043 2.1033 0.2968
C -1.1724 0.4979 -1.1811
C -1.2418 0.2853 1.2512
N -1.9150 0.0506 2.1659
H 4.7423 -2.5311 -0.6775
H 1.3788 -0.2856 -1.9507
H 2.2706 0.8657 -0.9522
H 1.3505 -0.2393 1.1267
H 0.4451 -1.3715 0.1104
H -0.7583 2.7786 0.3640
H 0.7195 2.2204 1.1988
H 0.6978 2.4084 -0.5746
H -0.5668 0.8299 -2.0341
H -1.4683 -0.5468 -1.3437
H -2.0740 1.1232 -1.1482
O -4.0919 -2.1241 1.9352
H -3.7753 -1.5205 2.6317
H -3.8380 -1.7068 1.1044
*
```

---

B) ORCA calculation (ωB97M-V with the def2-TZVPD basis set) on an isolated molecule of C8H13NO.

- Gap between HOMO and LUMO: 10.1 eV
- SMILES string: CC(C)(C)C#CCC(N)=O
- Highest occupied orbital energy: -9.441 eV

Structure (ORCA input):
```
! wB97M-V def2-TZVPD RIJCOSX def2/J DEFGRID3
* xyz 0 1
C -0.6452 -2.0809 -0.5521
C 0.6303 -1.4098 -0.0112
C 0.9835 -1.9940 1.3677
C 1.7948 -1.6380 -0.9907
C 0.3833 0.0396 0.1218
C 0.1860 1.2307 0.2317
C -0.0257 2.6666 0.4040
C -1.2354 3.2400 -0.3305
N -2.4268 2.6737 -0.0975
O -1.1746 4.3683 -0.8254
H -1.4884 -1.9365 0.1382
H -0.9222 -1.6661 -1.5316
H -0.4740 -3.1608 -0.6688
H 1.1640 -3.0748 1.2762
H 1.8908 -1.5240 1.7724
H 0.1624 -1.8390 2.0817
H 1.5628 -1.2189 -1.9799
H 2.7169 -1.1684 -0.6207
H 1.9764 -2.7165 -1.1048
H -0.1520 2.9133 1.4691
H 0.8479 3.2352 0.0522
H -2.5787 1.6936 -0.2979
H -3.1761 3.3667 0.0962
*
```

---

Which of them is the least stable? Correct choice: A).

---

A) ORCA calculation (ωB97M-V with the def2-TZVPD basis set) on a cluster of 2 separate species, C5H14 in total.

- Gap between HOMO and LUMO: 11.6 eV
- SMILES string: CCC.CC
- Highest occupied orbital energy: -10.463 eV

Structure (ORCA input):
```
! wB97M-V def2-TZVPD RIJCOSX def2/J DEFGRID3
* xyz 0 1
C -0.6899 -0.5476 -0.5335
C -0.2915 -0.4572 -2.0572
C 0.0758 0.8564 -2.7114
H -0.1056 0.1196 0.0832
H -1.7688 -0.2617 -0.1233
H -0.6769 -1.5520 -0.1314
H -1.1605 -1.0233 -2.5902
H 0.6334 -1.1048 -2.2368
H 0.4284 1.6630 -1.9733
H -0.8173 1.1976 -3.1092
H 0.9369 0.5870 -3.3166
C -0.0444 0.4825 2.8779
C 0.9368 -0.3567 2.1386
H -0.4598 1.2831 2.1855
H -0.9796 -0.0907 3.1749
H 0.3967 1.0116 3.7913
H 1.9143 -0.1090 2.6900
H 0.6282 -1.3068 2.3095
H 1.1097 -0.2782 0.9597
*
```

---

B) ORCA calculation (ωB97M-V with the def2-TZVPD basis set) on a cluster of 2 separate species, C5H14 in total.

- Gap between HOMO and LUMO: 12.0 eV
- SMILES string: CCC.CC
- Highest occupied orbital energy: -10.920 eV

Structure (ORCA input):
```
! wB97M-V def2-TZVPD RIJCOSX def2/J DEFGRID3
* xyz 0 1
C -0.8840 1.4872 1.4123
C -1.7046 1.5948 -0.0301
C -0.5820 1.3163 -1.0286
H -1.2472 0.6200 1.9260
H 0.0904 1.0617 0.9900
H -0.7786 2.4307 1.9793
H -2.0304 2.6885 -0.1495
H -2.5310 0.8197 -0.0357
H -0.1276 0.4104 -1.0450
H 0.2297 1.9619 -1.0338
H -0.8659 1.3341 -2.0800
C 1.0892 -2.1110 0.6108
C 1.5996 -1.8127 -0.8479
H 1.1520 -1.3500 1.2869
H 0.0215 -2.1817 0.4876
H 1.4613 -2.9873 0.9556
H 1.1671 -2.7513 -1.3882
H 2.7196 -1.6105 -0.7988
H 1.2211 -0.9209 -1.2110
*
```

---

Which of them is the least stable? Correct choice: A).

---

A) ORCA calculation (ωB97M-V with the def2-TZVPD basis set) on a cluster of 2 separate species, C5H14 in total.

- Gap between HOMO and LUMO: 12.1 eV
- SMILES string: CCC.CC
- Highest occupied orbital energy: -11.020 eV

Structure (ORCA input):
```
! wB97M-V def2-TZVPD RIJCOSX def2/J DEFGRID3
* xyz 0 1
C -1.8167 -0.6518 -0.5748
C -1.0993 -0.9817 -1.9589
C 0.4366 -1.0284 -1.8422
H -0.9969 -0.3049 0.0561
H -2.1663 -1.5372 -0.0468
H -2.5941 0.0919 -0.6956
H -1.5876 -1.9160 -2.2123
H -1.3218 -0.1537 -2.6244
H 0.7475 -2.0059 -2.2091
H 0.8313 -0.1316 -2.3215
H 0.8999 -0.9090 -0.8555
C 1.9485 1.3165 1.9623
C 0.4037 1.2238 2.1995
H 2.1496 2.3479 1.6729
H 2.4119 0.9811 2.8776
H 2.1830 0.8574 0.9980
H 0.1676 0.2633 2.6530
H -0.1883 1.2077 1.2877
H 0.0816 2.1593 2.6573
*
```

---

B) ORCA calculation (ωB97M-V with the def2-TZVPD basis set) on a cluster of 2 separate species, C5H14 in total.

- Gap between HOMO and LUMO: 12.1 eV
- SMILES string: CCC.CC
- Highest occupied orbital energy: -11.040 eV

Structure (ORCA input):
```
! wB97M-V def2-TZVPD RIJCOSX def2/J DEFGRID3
* xyz 0 1
C -0.8122 -1.8707 1.2935
C 0.3670 -0.8783 1.2097
C -0.1275 0.4256 2.0498
H -1.7582 -1.3569 1.1167
H -0.8322 -2.7064 0.7536
H -0.9826 -2.1440 2.4361
H 0.4937 -0.6714 0.2502
H 1.4340 -1.0297 1.4674
H 0.5728 1.2916 2.1119
H -0.2491 0.0238 3.1910
H -1.0163 1.0036 1.7957
C 0.7499 0.3765 -2.3123
C -0.1089 1.6548 -2.0788
H 0.3131 -0.5718 -1.6290
H 0.8858 0.0308 -3.4056
H 1.6542 0.4160 -1.8967
H -0.4009 2.1288 -3.1084
H -0.8891 1.4844 -1.5230
H 0.7063 2.3932 -1.7218
*
```

---

Which of them is the least stable? Correct choice: B).

---

A) ORCA calculation (ωB97M-V with the def2-TZVPD basis set) on a cluster of 2 separate species, C5H14 in total.

- Gap between HOMO and LUMO: 12.2 eV
- SMILES string: CCC.CC
- Highest occupied orbital energy: -11.035 eV

Structure (ORCA input):
```
! wB97M-V def2-TZVPD RIJCOSX def2/J DEFGRID3
* xyz 0 1
C 1.2424 -1.5727 1.0801
C 1.1774 -0.3360 2.0145
C 0.9596 1.0469 1.3505
H 2.1077 -2.1794 1.3456
H 1.1319 -1.2943 0.0342
H 0.4099 -2.2226 1.3455
H 0.2902 -0.5091 2.6206
H 2.1166 -0.2500 2.5514
H 1.2461 1.7937 2.0935
H 1.6645 1.3889 0.5774
H 0.0035 0.9803 0.8332
C -1.3440 1.1736 -2.0990
C -1.7146 -0.3216 -1.8263
H -2.0086 1.7748 -1.4925
H -0.2684 1.2908 -2.0183
H -1.5607 1.3226 -3.1594
H -2.0520 -0.8964 -2.6907
H -2.5486 -0.3360 -1.1277
H -0.8529 -0.8534 -1.4327
*
```

---

B) ORCA calculation (ωB97M-V with the def2-TZVPD basis set) on a cluster of 2 separate species, C5H14 in total.

- Gap between HOMO and LUMO: 11.9 eV
- SMILES string: CCC.CC
- Highest occupied orbital energy: -10.835 eV

Structure (ORCA input):
```
! wB97M-V def2-TZVPD RIJCOSX def2/J DEFGRID3
* xyz 0 1
C 1.2909 0.9636 0.7579
C 2.0153 -0.0606 -0.0851
C 2.2373 -1.4578 0.4744
H 0.9125 1.8083 0.1672
H 0.4471 0.5950 1.3340
H 1.9965 1.4827 1.4153
H 2.9274 0.3397 -0.5269
H 1.3447 -0.3526 -0.9001
H 2.1090 -1.4538 1.5963
H 3.2523 -1.8590 0.3827
H 1.5437 -2.2506 0.2385
C -2.1550 -0.0207 -1.1005
C -3.1333 0.5918 -0.0877
H -1.2640 0.6138 -1.2042
H -1.8818 -0.9838 -0.6552
H -2.6791 -0.1232 -2.0530
H -3.9076 -0.1618 0.0910
H -2.7261 0.7954 0.9024
H -3.4529 1.5304 -0.5746
*
```

---

Which of them is the least stable? Correct choice: A).